DFT (ωB97M-V/def2-TZVPD) results for 2 unconnected molecules or ions with the total composition C2H6N4S2 in a non-equilibrium geometry.

Bonds (Å) are listed after each position.
Geometry (Å):
1 C -1.144 -2.277 0.292  C2 1.298, S7 1.588
2 C -1.291 -1.523 1.338  C1 1.298, H9 1.138, H10 1.090
3 N 1.804 0.404 -1.135  N5 1.231, H11 1.029
4 N -0.292 1.067 -0.677  N5 1.236, S8 1.688
5 N 0.921 0.952 -0.473  N3 1.231, N4 1.236, N6 1.438
6 N 1.232 1.528 0.807  N5 1.438, H12 1.097, H13 1.013
7 S -0.909 -3.113 -1.038  C1 1.588
8 S -0.671 0.238 -2.098  N4 1.688, H14 1.364
9 H -2.257 -0.921 1.305  C2 1.138
10 H -0.486 -1.528 2.071  C2 1.090
11 H 2.653 0.329 -0.558  N3 1.029
12 H 0.401 2.176 1.114  N6 1.097
13 H 2.010 2.177 0.823  N6 1.013
14 H -1.970 0.491 -1.770  S8 1.364

Results
lowest unoccupied orbital energy	0.12	eV
relative energy (zero: lowest compared OMol25 entry of this formula, charge and spin)	137.4	kcal/mol

***

DFT (ωB97M-V/def2-TZVPD) results for 2 unconnected molecules or ions with the total composition C6H14N2O2 in a non-equilibrium geometry.

Bonds (Å) are listed after each position.
Geometry (Å):
1 C -1.577 -2.319 -1.721  N2 1.439, H6 1.089, H7 1.082, H8 1.088
2 N -0.984 -1.027 -1.499  C1 1.439, C3 1.348, H9 1.012
3 C -1.204 0.026 -2.312  N2 1.348, C4 1.512, O5 1.221
4 C -0.897 1.387 -1.730  C3 1.512, H10 1.088, H11 1.079, H12 1.089
5 O -1.637 -0.086 -3.448  C3 1.221
6 H -2.438 -2.560 -1.097  C1 1.089
7 H -1.700 -2.485 -2.782  C1 1.082
8 H -0.844 -3.084 -1.476  C1 1.088
9 H -0.665 -0.808 -0.564  N2 1.012
10 H -1.838 1.898 -1.536  C4 1.088
11 H -0.138 1.404 -0.963  C4 1.079
12 H -0.408 1.948 -2.525  C4 1.089
13 C 2.668 1.183 0.842  N14 1.467, H18 1.081, H19 1.090, H20 1.059
14 N 1.612 0.958 1.834  C13 1.467, C15 1.348, H21 1.004
15 C 0.777 -0.095 1.717  N14 1.348, C16 1.497, O17 1.225
16 C -0.302 -0.178 2.751  C15 1.497, H22 1.082, H23 1.096, H24 1.080
17 O 0.861 -0.848 0.754  C15 1.225
18 H 2.345 0.778 -0.106  C13 1.081
19 H 2.920 2.243 0.861  C13 1.090
20 H 3.542 0.674 1.156  C13 1.059
21 H 1.694 1.501 2.674  N14 1.004
22 H -0.035 -0.822 3.578  C16 1.082
23 H -0.494 0.777 3.254  C16 1.096
24 H -1.258 -0.465 2.338  C16 1.080

Results
structure (SMILES)	CNC(C)=O.CNC(C)=O
lowest unoccupied orbital energy	0.56	eV
relative energy (zero: lowest compared OMol25 entry of this formula, charge and spin)	16.8	kcal/mol

***

DFT (ωB97M-V/def2-TZVPD) results for 3 unconnected molecules or ions with the total composition C11H30N2O5S3.

Bonds (Å) are listed after each position.
Geometry (Å):
1 N -5.379 1.354 -0.830  C2 1.467, H14 1.013, H15 1.013
2 C -4.656 1.185 -2.095  N1 1.467, C3 1.544, H16 1.093, H17 1.098
3 C -3.134 0.992 -1.916  C2 1.544, C4 1.530, H18 1.094, H19 1.091
4 C -2.680 0.695 -0.486  C3 1.530, C5 1.529, H20 1.092, H21 1.093
5 C -1.182 0.420 -0.356  C4 1.529, O6 1.445, H22 1.096, H23 1.091
6 O -0.430 1.087 -1.394  C5 1.445, S7 1.622
7 S 0.912 1.828 -0.864  O6 1.622, O8 1.446, O9 1.603
8 O 1.954 0.827 -0.791  S7 1.446
9 O 1.183 2.579 -2.254  S7 1.603, C10 1.445
10 C 0.773 3.955 -2.420  O9 1.445, C11 1.521, H24 1.091, H25 1.093
11 C -0.417 4.415 -1.592  C10 1.521, C12 1.528, H26 1.093, H27 1.093
12 C -0.911 5.765 -2.110  C11 1.528, N13 1.463, H28 1.097, H29 1.097
13 N -1.493 6.556 -1.025  C12 1.463, H30 1.012, H31 1.013
14 H -6.331 1.651 -1.008  N1 1.013
15 H -4.955 2.088 -0.275  N1 1.013
16 H -5.068 0.300 -2.585  C2 1.093
17 H -4.824 2.026 -2.781  C2 1.098
18 H -2.816 0.160 -2.552  C3 1.094
19 H -2.599 1.864 -2.296  C3 1.091
20 H -3.209 -0.192 -0.130  C4 1.092
21 H -2.955 1.507 0.191  C4 1.093
22 H -0.819 0.759 0.621  C5 1.096
23 H -0.964 -0.646 -0.431  C5 1.091
24 H 0.539 4.036 -3.483  C10 1.091
25 H 1.642 4.586 -2.213  C10 1.093
26 H -1.216 3.672 -1.654  C11 1.093
27 H -0.136 4.521 -0.541  C11 1.093
28 H -1.616 5.598 -2.934  C12 1.097
29 H -0.062 6.320 -2.529  C12 1.097
30 H -2.201 7.194 -1.363  N13 1.012
31 H -1.934 5.954 -0.340  N13 1.013
32 C 5.709 -1.761 1.970  S33 1.796, H36 1.088, H37 1.090, H38 1.090
33 S 3.951 -2.132 1.966  C32 1.796, O34 1.490, C35 1.790
34 O 3.833 -3.615 2.042  S33 1.490
35 C 3.650 -1.672 0.262  S33 1.790, H39 1.090, H40 1.089, H41 1.087
36 H 6.095 -2.029 2.951  C32 1.088
37 H 6.198 -2.356 1.199  C32 1.090
38 H 5.853 -0.696 1.793  C32 1.090
39 H 4.294 -2.264 -0.388  C35 1.090
40 H 3.825 -0.605 0.132  C35 1.089
41 H 2.605 -1.882 0.047  C35 1.087
42 C 1.835 -5.521 3.658  S43 1.792, H46 1.087, H47 1.090, H48 1.089
43 S 0.257 -5.704 2.829  C42 1.792, O44 1.488, C45 1.799
44 O -0.800 -5.390 3.829  S43 1.488
45 C 0.312 -7.497 2.697  S43 1.799, H49 1.090, H50 1.090, H51 1.088
46 H 1.974 -4.462 3.860  C42 1.087
47 H 1.817 -6.091 4.587  C42 1.090
48 H 2.635 -5.851 2.997  C42 1.089
49 H 0.406 -7.923 3.695  C45 1.090
50 H 1.152 -7.788 2.066  C45 1.090
51 H -0.622 -7.818 2.241  C45 1.088

Results
lowest unoccupied orbital energy	0.47	eV

***

DFT (ωB97M-V/def2-TZVPD) results for 6 unconnected molecules or ions with the total composition C20H43F2N2O8PS5 in a non-equilibrium geometry.

Bonds (Å) are listed after each position.
Geometry (Å):
1 C 5.417 -1.251 0.638  C2 1.531, H19 1.083, H20 1.082, H21 1.082
2 C 4.912 -2.653 0.991  C1 1.531, C3 1.541, H22 1.083, H23 1.085
3 C 5.248 -3.667 -0.118  C2 1.541, C4 1.528, H24 1.086, H25 1.081
4 C 3.994 -4.392 -0.605  C3 1.528, N5 1.465, H26 1.085, H27 1.083
5 N 2.993 -3.437 -1.087  C4 1.465, C6 1.392, H28 1.012
6 C 1.739 -3.523 -0.489  N5 1.392, C7 1.341, C17 1.513
7 C 0.951 -2.461 -0.263  C6 1.341, P8 1.833, C11 1.486
8 P 1.215 -0.744 -0.847  C7 1.833, N9 1.722, O10 1.653
9 N 1.296 0.060 0.673  P8 1.722, H29 1.015, H30 1.011
10 O 2.745 -0.630 -1.464  P8 1.653, H31 0.960
11 C -0.347 -2.657 0.434  C7 1.486, O12 1.212, C13 1.495
12 O -1.327 -1.971 0.238  C11 1.212
13 C -0.363 -3.781 1.418  C11 1.495, F14 1.331, C15 1.333
14 F -1.137 -3.663 2.495  C13 1.331
15 C 0.359 -4.864 1.128  C13 1.333, F16 1.336, C17 1.492
16 F 0.395 -5.942 1.917  C15 1.336
17 C 1.151 -4.871 -0.136  C6 1.513, C15 1.492, O18 1.211
18 O 1.268 -5.859 -0.827  C17 1.211
19 H 4.988 -0.489 1.277  C1 1.083
20 H 5.170 -1.065 -0.399  C1 1.082
21 H 6.496 -1.254 0.720  C1 1.082
22 H 5.369 -2.967 1.922  C2 1.083
23 H 3.843 -2.630 1.178  C2 1.085
24 H 5.870 -4.445 0.315  C3 1.086
25 H 5.775 -3.212 -0.945  C3 1.081
26 H 4.292 -5.029 -1.431  C4 1.085
27 H 3.633 -4.988 0.224  C4 1.083
28 H 2.944 -3.400 -2.098  N5 1.012
29 H 1.759 -0.550 1.337  N9 1.015
30 H 1.844 0.906 0.602  N9 1.011
31 H 3.270 -0.085 -0.872  O10 0.960
32 C -1.908 0.834 1.474  S33 1.793, H36 1.084, H37 1.091, H38 1.090
33 S -1.946 2.627 1.508  C32 1.793, O34 1.495, C35 1.795
34 O -0.723 3.078 2.241  S33 1.495
35 C -3.327 2.773 2.646  S33 1.795, H39 1.091, H40 1.090, H41 1.088
36 H -1.085 0.533 0.836  C32 1.084
37 H -1.751 0.449 2.483  C32 1.091
38 H -2.844 0.459 1.062  C32 1.090
39 H -3.101 2.267 3.585  C35 1.091
40 H -4.211 2.339 2.179  C35 1.090
41 H -3.501 3.831 2.833  C35 1.088
42 C -1.232 5.189 -2.012  S43 1.797, H46 1.088, H47 1.090, H48 1.090
43 S -2.725 4.334 -2.528  C42 1.797, O44 1.484, C45 1.798
44 O -2.993 3.297 -1.501  S43 1.484
45 C -1.983 3.493 -3.934  S43 1.798, H49 1.091, H50 1.090, H51 1.088
46 H -1.463 5.744 -1.106  C42 1.088
47 H -0.447 4.461 -1.805  C42 1.090
48 H -0.920 5.879 -2.797  C42 1.090
49 H -1.145 2.884 -3.593  C45 1.091
50 H -1.650 4.231 -4.664  C45 1.090
51 H -2.744 2.856 -4.379  C45 1.088
52 C 1.670 -0.547 -6.097  S53 1.798, H56 1.088, H57 1.090, H58 1.090
53 S 1.306 -1.159 -4.445  C52 1.798, O54 1.488, C55 1.796
54 O 2.365 -2.150 -4.109  S53 1.488
55 C -0.144 -2.109 -4.914  S53 1.796, H59 1.090, H60 1.090, H61 1.088
56 H 2.581 0.045 -6.038  C52 1.088
57 H 1.819 -1.386 -6.777  C52 1.090
58 H 0.847 0.081 -6.438  C52 1.090
59 H 0.126 -2.844 -5.672  C55 1.090
60 H -0.914 -1.434 -5.290  C55 1.090
61 H -0.510 -2.615 -4.023  C55 1.088
62 C 2.339 -0.501 5.027  S63 1.797, H66 1.088, H67 1.090, H68 1.090
63 S 2.257 0.817 3.808  C62 1.797, O64 1.492, C65 1.794
64 O 3.466 0.682 2.944  S63 1.492
65 C 2.566 2.160 4.956  S63 1.794, H69 1.090, H70 1.089, H71 1.087
66 H 2.211 -1.448 4.506  C62 1.088
67 H 3.309 -0.484 5.524  C62 1.090
68 H 1.535 -0.372 5.751  C62 1.090
69 H 3.520 1.999 5.460  C65 1.090
70 H 1.752 2.209 5.678  C65 1.089
71 H 2.601 3.083 4.383  C65 1.087
72 C -9.008 2.650 1.396  S73 1.798, H76 1.088, H77 1.090, H78 1.090
73 S -7.248 2.975 1.558  C72 1.798, O74 1.485, C75 1.797
74 O -7.108 4.357 2.083  S73 1.485
75 C -6.894 3.037 -0.202  S73 1.797, H79 1.090, H80 1.090, H81 1.089
76 H -9.434 2.615 2.396  C72 1.088
77 H -9.476 3.452 0.824  C72 1.090
78 H -9.156 1.690 0.901  C72 1.090
79 H -7.502 3.812 -0.669  C75 1.090
80 H -7.102 2.065 -0.648  C75 1.090
81 H -5.837 3.274 -0.324  C75 1.089

Results
lowest unoccupied orbital energy	-1.00	eV

***

Here are the calculated HOMO numbers, same order: -7.937, -9.024, -8.467, -7.971 (eV).
Here are the calculated frontier orbital gap numbers, same order: 8.1, 9.6, 8.9, 7.0 (eV).
Here are the calculated calculated total energy numbers, same order: -29796.607, -13524.896, -57614.076, -109692.303 (eV).